Here is a cluster of 2 separate species, CHNO3 in total at a distorted geometry from the OMol25 dataset. Energies are from ωB97M-V with the def2-TZVPD basis set.

Last column: natural (NBO) charge in e.
Element x y z (Å)
C1 0.960 -0.287 -0.916  1.003
O1 -0.794 0.244 1.252  -0.444
N1 -0.352 0.853 0.240  0.003
O2 0.065 -0.961 -1.259  -0.536
O3 1.934 0.158 -0.511  -0.494
H1 -1.812 -0.007 1.194  0.468

Cartesian forces, eV/Å:
C -0.572 -2.239 0.021
O -2.020 -0.969 0.495
N -1.504 1.237 0.551
O 0.275 0.378 -0.661
O 1.729 0.817 -0.327
H 2.092 0.777 -0.079

## Properties
relative energy (zero: lowest compared OMol25 entry of this formula, charge and spin)	209.9	kJ/mol
charge	0
LUMO energy (alpha / beta)	-0.338 / -0.458	eV
gap between HOMO and LUMO (alpha / beta)	8.9641 / 9.0095	eV

Here is an isolated molecule of C6H12O from the OMol25 dataset. Energies are from ωB97M-V with the def2-TZVPD basis set.

Last column: natural (NBO) charge in e.
Element x y z (Å)
H1 2.962 -0.034 1.481  0.212
H2 -0.300 -2.070 0.125  0.178
H3 -2.253 0.475 -2.207  0.209
C1 1.844 -0.137 -0.349  -0.050
O1 0.687 -0.232 0.444  -0.550
H4 2.249 -1.117 -0.647  0.162
C2 -1.498 -0.437 1.139  -0.432
H5 -1.280 1.490 -1.123  0.212
C3 -1.777 -0.483 -0.335  -0.244
H6 2.296 1.504 0.942  0.214
H7 -1.149 0.534 1.489  0.222
C4 -0.454 -0.992 0.229  0.097
H8 -2.413 -1.328 -0.597  0.207
H9 1.646 0.445 -1.260  0.162
C5 -2.081 0.747 -1.159  -0.610
C6 2.792 0.591 0.597  -0.615
H10 3.753 0.851 0.148  0.205
H11 -3.000 1.221 -0.792  0.211
H12 -2.022 -1.029 1.876  0.210

Forces on atoms 1 to 6 (eV/Å):
H 0.046 0.085 -0.193
H 0.090 0.237 0.166
H 0.128 0.074 0.139
C 0.166 0.030 -0.133
O -0.111 0.294 0.044
H -0.191 0.073 0.095

## Properties
relative energy (zero: lowest compared OMol25 entry of this formula, charge and spin)	196.5	kJ/mol
SMILES	CCO[C@H]1C[C@H]1C
charge	0
LUMO energy	1.158	eV
gap between HOMO and LUMO	10.3030	eV

Here is a structure of composition C19H16NO2S3ScTe at a distorted geometry from the OMol25 dataset. Energies are from ωB97M-V with the def2-TZVPD basis set.

Last column: Mulliken charge in e.
Element x y z (Å)
H1 4.352 -0.863 3.322  0.258
H2 -4.959 4.463 -1.243  0.359
C1 -3.618 2.765 -0.763  -0.320
C2 -1.951 0.728 -0.949  3.201
H3 -0.647 2.627 0.364  0.364
Te1 -0.512 -2.527 -0.098  -0.506
H4 -3.710 2.709 0.312  0.419
C3 -3.975 3.530 -2.921  -0.512
H5 7.123 -1.469 2.790  0.238
C4 -1.937 -1.506 -2.225  -1.473
C5 5.119 -1.937 0.205  -0.672
H6 -2.487 -3.399 -3.212  0.345
H7 -4.940 -3.015 -2.334  0.422
C6 -4.285 3.698 -1.607  -0.533
C7 -2.562 -0.547 -1.512  -0.418
S1 -2.865 2.242 -3.142  -0.135
N1 2.973 -0.761 0.234  -0.056
Sc1 1.032 0.076 -0.652  0.664
H8 7.218 -2.788 1.619  0.323
O1 -0.666 0.846 -1.558  -0.881
H9 3.862 -1.600 -1.465  0.271
C8 -4.087 -2.371 -2.186  -0.547
C9 3.990 -1.447 -0.396  -0.456
H10 -4.332 4.111 -3.758  0.394
H11 2.399 -0.054 2.094  0.470
C10 4.291 -1.050 2.253  -0.714
C11 -2.038 1.106 2.972  -0.302
H12 5.844 -2.464 -0.412  0.178
C12 -1.273 2.062 2.398  -1.070
C13 -1.011 1.843 1.007  -0.161
H13 -0.963 -1.393 -2.652  0.563
C14 -1.888 0.902 0.544  0.135
H14 -0.836 2.885 2.952  0.299
H15 6.295 -2.984 3.110  0.237
S2 -4.221 -0.931 -1.284  -0.087
C15 5.338 -1.767 1.585  0.969
C16 -2.813 1.902 -1.442  -0.677
S3 -2.603 0.005 1.818  -0.230
H16 -2.282 0.986 4.016  0.427
C17 6.541 -2.272 2.306  -1.236
O2 0.705 0.807 0.949  -0.575
C18 3.191 -0.595 1.591  -0.548
C19 -2.813 -2.551 -2.627  -0.428

Forces on atoms 1 to 6 (eV/Å):
H 0.001 -0.016 -0.007
H 0.001 0.004 -0.011
C 0.015 -0.144 0.069
C 0.632 0.388 -1.052
H 0.329 -0.104 -0.055
Te 0.940 -0.467 0.290

## Properties
charge	-2
LUMO energy (alpha / beta)	4.248 / 4.251	eV
gap between HOMO and LUMO (alpha / beta)	4.8135 / 2.8832	eV

Here is a structure of composition C14H16F5MgO7P2 at a distorted geometry from the OMol25 dataset. Energies are from ωB97M-V with the def2-TZVPD basis set.

Last column: natural (NBO) charge in e.
Element x y z (Å)
O1 2.660 2.465 3.142  -1.117
H1 -0.402 1.650 4.171  0.241
P1 0.053 -0.891 2.684  2.341
H2 3.891 0.457 2.068  0.513
H3 1.017 1.662 5.230  0.240
H4 -3.641 2.885 -1.319  0.214
O2 2.139 -0.599 4.287  -0.711
C1 4.045 -2.136 -2.683  0.246
H5 1.694 -1.203 4.894  0.469
P2 1.969 1.361 2.456  2.372
F1 2.594 -3.985 -2.715  -0.320
C2 -4.101 -0.328 -2.526  -0.587
O3 -0.343 -1.977 3.805  -0.999
H6 -2.091 2.398 -3.246  0.214
C3 3.301 -0.114 -1.679  0.314
F2 4.982 -2.852 -3.328  -0.310
H7 -1.978 0.766 -3.912  0.216
H8 -0.774 -2.741 3.400  0.511
F3 3.626 1.170 -1.365  -0.335
C4 1.882 -1.935 -1.723  0.296
H9 -0.199 0.362 5.370  0.201
H10 -1.455 0.101 1.431  0.545
Mg1 0.714 0.078 0.172  1.693
H11 -3.458 -1.095 -2.963  0.216
H12 -3.443 1.735 -4.193  0.190
O4 0.717 -1.500 1.484  -1.163
C5 4.289 -0.824 -2.333  0.232
C6 2.068 -0.622 -1.342  -0.621
C7 -1.308 0.301 -0.465  -0.662
F4 0.713 -2.571 -1.449  -0.335
C8 -2.212 0.575 -1.240  -0.130
C9 -2.661 1.493 -3.466  -0.586
H13 -4.892 -0.081 -3.242  0.189
C10 0.331 1.021 4.677  -0.645
C11 -4.203 1.979 -1.553  -0.586
H14 -4.639 1.603 -0.625  0.210
O5 3.005 0.385 1.698  -1.011
F5 5.479 -0.274 -2.640  -0.312
H15 -5.015 2.236 -2.243  0.190
C12 2.827 -2.704 -2.375  0.273
C13 1.141 0.208 3.666  -0.476
C14 -3.286 0.925 -2.184  -0.134
O6 0.855 1.569 1.432  -1.253
H16 -4.561 -0.745 -1.627  0.209
O7 -1.327 -0.208 2.371  -1.043

Forces on atoms 1 to 6 (eV/Å):
O -0.145 0.028 0.098
H 0.038 -0.040 -0.007
P -0.069 -0.326 0.230
H 0.007 -0.019 -0.007
H 0.016 -0.009 0.005
H -0.026 -0.047 -0.009

## Properties
charge	-1
LUMO energy	2.510	eV
gap between HOMO and LUMO	8.5896	eV

Here is a cluster of 6 separate species, C21H58NO6PS5Si in total at a distorted geometry from the OMol25 dataset. Energies are from ωB97M-V with the def2-TZVPD basis set.

Last column: Mulliken charge in e.
Element x y z (Å)
H1 0.720 -4.737 0.411  0.402
C1 -5.187 5.948 -2.452  -1.023
C2 -5.793 5.812 0.137  -0.920
H2 2.942 2.965 3.105  0.362
C3 2.596 1.936 3.209  -0.697
S1 -6.155 -4.125 -0.058  0.422
C4 -6.063 1.021 0.266  -1.076
C5 -1.492 -1.047 -1.297  -0.826
C6 0.517 2.863 4.608  -1.098
S2 -4.712 1.219 1.416  0.699
C7 0.881 1.079 -0.100  0.749
H3 2.918 1.509 4.159  0.352
H4 9.013 1.749 -0.328  0.283
C8 2.968 -0.346 0.053  -0.111
C9 9.870 1.717 -0.997  -0.909
H5 -4.521 -5.019 -1.548  0.115
H6 -4.246 -5.192 0.897  0.176
H7 1.371 1.853 -0.693  0.275
C10 -1.871 -2.472 -0.883  -0.343
C11 0.974 -3.734 0.059  -0.613
H8 -1.002 1.924 0.378  0.456
H9 -2.447 0.227 0.086  -0.432
C12 0.466 -3.526 -1.336  -0.381
H10 -6.207 0.232 2.994  0.345
C13 -1.049 -3.576 -1.519  -1.292
H11 -5.206 6.719 0.277  0.378
H12 -2.248 -0.666 -1.978  0.632
S3 -5.005 4.777 -1.098  0.615
H13 -4.798 5.469 -3.347  0.322
O1 -5.955 3.674 -1.389  -0.606
C14 1.246 -2.346 1.972  -0.907
H14 1.539 -3.170 2.622  0.369
H15 1.109 1.319 0.936  -1.005
C15 -5.610 -5.001 -1.527  -0.809
H16 -0.841 1.585 -1.309  0.372
H17 -6.241 6.188 -2.587  0.306
H18 3.604 0.584 -2.501  -0.129
H19 -4.608 6.846 -2.234  0.371
H20 3.069 0.159 1.006  -0.655
C16 -5.313 -5.190 1.117  -0.836
H21 -1.822 -2.556 0.193  0.297
H22 2.062 -3.652 0.068  0.377
C17 -0.625 1.184 -0.322  -1.146
H23 0.941 -1.064 -0.008  -2.320
H24 0.992 2.367 5.454  0.343
H25 0.898 -4.316 -1.949  0.470
H26 -5.485 -4.779 2.110  0.313
C18 10.928 0.982 -3.337  -0.953
O2 0.401 0.505 3.438  -0.611
N1 6.002 -2.076 -0.073  -0.733
S4 0.803 1.898 3.121  0.640
C19 1.517 -0.251 -0.441  2.194
H27 11.727 0.493 -2.781  0.352
H28 2.156 -1.881 1.582  0.298
O3 8.360 1.594 -3.158  -0.590
H29 -0.560 -1.050 -1.858  0.494
H30 -6.777 1.833 0.401  0.381
H31 -5.053 1.359 3.753  0.326
H32 0.860 -2.591 -1.728  0.028
H33 -5.810 5.237 1.060  0.247
H34 -0.558 2.911 4.760  0.367
O4 0.419 -2.763 0.919  -0.192
H35 10.809 0.507 -4.308  0.323
Si1 4.208 0.328 -1.169  0.204
H36 10.147 2.727 -1.297  0.325
H37 6.940 -2.027 0.304  0.208
H38 -5.728 -6.196 1.058  0.386
H39 -1.404 -4.528 -1.122  0.332
H40 -5.990 -4.457 -2.389  0.324
H41 -6.018 -6.012 -1.519  0.401
H42 0.701 -1.598 2.530  0.162
P1 5.864 -1.198 -1.391  0.468
H43 -1.089 -0.603 0.778  0.117
O5 -4.194 2.610 1.279  -0.648
H44 -6.453 2.004 2.852  0.304
H45 0.916 3.867 4.469  0.374
H46 -5.648 1.073 -0.737  0.266
H47 -1.246 -3.593 -2.589  0.352
H48 7.017 -0.473 -1.716  -0.174
S5 9.380 0.783 -2.450  0.541
O6 -5.419 -2.836 -0.049  -0.468
H49 4.839 1.587 -0.705  -0.148
C20 -5.717 1.202 2.906  -1.032
H50 3.226 -1.389 0.212  0.629
H51 -6.807 6.048 -0.184  0.318
H52 -2.909 -2.653 -1.147  0.402
H53 1.489 -0.389 -1.520  0.687
C21 -1.425 -0.082 -0.115  0.178
H54 5.605 -1.947 -2.554  0.048
H55 2.974 1.335 2.385  0.100
H56 -6.510 0.042 0.428  0.445
H57 11.134 2.045 -3.464  0.298
H58 10.702 1.213 -0.507  0.362

Forces on atoms 1 to 6 (eV/Å):
H -0.050 -0.165 0.136
C 0.022 0.070 -0.031
C 0.007 0.010 0.136
H 0.016 0.003 -0.012
C 0.074 0.063 0.041
S 0.051 -0.058 -0.004

## Properties
charge	0
LUMO energy	0.588	eV
gap between HOMO and LUMO	8.5969	eV

Here is a structure of composition C13H35BeO13S4 at a distorted geometry from the OMol25 dataset. Energies are from ωB97M-V with the def2-TZVPD basis set.

Last column: natural (NBO) charge in e.
Element x y z (Å)
O1 4.513 1.081 -0.747  -0.776
H1 2.670 0.503 1.566  0.109
O2 -2.865 1.196 -2.820  -0.720
S1 4.884 -0.347 3.269  2.269
C1 -3.479 0.609 -1.633  -0.115
H2 -5.333 -1.494 4.879  0.224
H3 3.114 -2.649 -2.476  0.226
H4 -0.016 -0.035 -1.110  0.125
H5 -2.354 -1.361 -1.753  0.179
O3 -4.654 0.867 -0.323  -0.872
H6 -1.944 0.980 0.514  0.306
O4 -3.936 -1.539 0.299  -0.897
C2 2.927 -0.551 1.464  -0.049
O5 5.358 0.844 2.545  -0.899
C3 -0.210 0.206 -0.065  -0.267
H7 -2.892 1.356 2.001  0.276
C4 -5.547 -0.791 4.074  -0.628
H8 2.429 -0.979 -0.903  0.172
C5 1.712 -1.427 1.106  -0.639
H9 -6.596 -0.496 4.073  0.218
S2 -4.130 -0.150 0.609  2.320
H10 -0.235 1.616 -3.905  0.259
O6 -5.235 -0.077 1.854  -0.682
H11 3.588 -0.520 0.598  0.179
C6 5.934 -1.868 2.859  -0.811
H12 6.958 -1.644 3.157  0.251
C7 2.037 -0.853 -1.912  -0.094
H13 1.884 -2.277 -3.665  0.246
O7 2.826 0.224 -2.455  -0.623
H14 -1.102 -0.304 0.298  0.192
H15 0.836 -1.198 1.711  0.224
C8 3.627 2.602 -2.740  -0.803
H16 -0.280 0.997 -2.124  0.216
H17 1.475 -2.946 -2.084  0.246
O8 2.013 1.947 -0.649  -1.187
O9 -0.274 1.571 0.165  -1.003
H18 0.998 -0.595 -1.706  0.194
H19 5.845 -2.128 1.804  0.240
S3 -1.989 2.614 -2.666  2.302
C9 -5.357 -1.254 2.626  -0.089
H20 -3.643 -1.169 -2.801  0.218
H21 2.082 -2.418 1.368  0.244
H22 1.539 -1.312 0.036  0.205
H23 -4.006 -1.428 -1.082  0.271
C10 2.115 -2.230 -2.601  -0.642
H24 0.321 2.583 -2.409  0.199
H25 -4.431 -1.823 2.717  0.181
H26 -2.068 -0.260 1.701  0.228
O10 -2.121 3.476 -3.819  -0.892
H27 -4.522 0.913 -1.542  0.280
H28 5.590 -2.690 3.487  0.256
H29 0.638 -0.011 0.584  0.185
O11 -2.130 3.175 -1.284  -0.924
H30 2.728 2.786 -3.328  0.273
C11 -3.348 -0.915 -1.783  -0.701
H31 -6.153 -1.922 2.298  0.198
H32 -2.980 0.927 -0.718  0.152
Be1 1.373 2.347 0.461  1.729
C12 -2.611 0.587 1.281  -0.883
H33 4.344 2.203 -3.458  0.301
O12 4.596 -0.261 4.684  -0.869
H34 -4.885 0.044 4.302  0.212
C13 -0.327 1.819 -2.838  -0.853
S4 3.204 1.440 -1.381  2.251
O13 3.536 -1.085 2.596  -0.701
H35 3.958 3.494 -2.207  0.259

Forces on atoms 1 to 6 (eV/Å):
O -4.639 1.156 -0.411
H -0.288 0.587 0.629
O 2.602 3.002 -1.378
S 1.050 -0.951 -0.020
C 4.535 -1.017 -5.418
H -0.296 -0.541 -0.464

## Properties
charge	+1
LUMO energy	-6.002	eV
gap between HOMO and LUMO	4.3344	eV